C33H45Cl3N3O3PdSSe2Si2 | ωB97M-V/def2-TZVPD

Output
Kohn-Sham gap (Eh): 0.2169
Charge: -1
E_tot (eV): -243900.0433
Energy relative to the best compared isomer or geometry (same formula, charge and spin) (kJ/mol): 40.07

```
93
Properties=species:S:1:pos:R:3:forces:R:3:mulliken_charge:R:1
Pd 2.204 -1.702 0.617 0.1 0.1 -0.2 -0.04
O 5.978 -0.364 2.179 0.0 0.1 -0.1 -0.64
C 5.070 0.337 1.327 0.1 0.0 0.0 -0.92
C 4.023 1.143 2.105 0.0 0.0 0.0 2.20
C 4.715 2.361 2.739 0.0 0.0 0.0 -1.06
O 5.804 2.037 3.590 0.0 0.0 0.0 -0.60
C 3.351 0.335 3.223 0.0 0.0 0.0 -1.76
Se 3.096 -1.582 2.894 -0.1 0.0 0.0 -0.46
C 3.014 1.695 1.091 0.0 0.1 0.0 -1.77
Se 1.449 0.603 0.608 0.1 0.0 0.0 -0.27
H 5.442 -1.090 2.554 0.0 0.0 0.0 0.38
H 4.567 -0.364 0.656 0.0 0.0 0.0 0.27
H 5.672 1.020 0.720 0.0 0.0 0.0 0.55
H 3.986 2.918 3.338 0.0 0.0 0.0 0.39
H 5.056 3.026 1.932 0.0 0.0 0.0 0.35
H 6.151 1.180 3.291 0.0 0.0 0.0 0.49
H 2.377 0.777 3.438 0.0 0.0 0.0 0.31
H 3.961 0.394 4.125 0.0 0.0 0.0 0.53
H 3.547 1.958 0.173 0.0 0.0 0.0 0.38
H 2.581 2.618 1.486 0.0 0.0 0.0 0.48
C 3.856 -0.407 -2.355 0.0 0.0 0.0 -0.77
Si 2.245 -1.273 -2.777 0.0 0.0 0.0 0.17
C 2.573 -2.227 -4.383 0.0 0.0 0.0 -1.30
C 0.962 0.030 -3.204 0.0 0.0 0.0 -0.65
C 1.680 -2.371 -1.397 -0.1 0.0 0.1 2.29
C 2.471 -3.593 -1.124 0.0 0.0 0.0 -0.88
C 2.851 -4.647 -1.967 0.0 0.1 0.1 -0.78
C 3.539 -5.716 -1.427 0.0 0.0 0.1 -0.56
C 3.865 -5.731 -0.069 0.0 0.0 -0.2 -0.78
C 3.491 -4.652 0.704 -0.1 0.2 0.0 -0.61
N 2.813 -3.633 0.180 0.0 -0.1 0.0 0.21
Si -0.126 -2.799 -1.250 -0.1 0.0 0.1 0.40
C -0.401 -3.988 0.181 0.0 0.0 0.0 -1.15
C -0.737 -3.721 -2.792 0.0 0.0 0.0 -1.20
C -1.278 -1.326 -1.050 0.0 0.0 0.0 -0.63
H 4.237 0.159 -3.210 0.0 0.0 0.0 0.47
H 4.624 -1.124 -2.051 0.0 0.0 0.0 0.27
H 3.693 0.279 -1.521 0.0 0.0 0.0 -0.16
H 2.770 -1.522 -5.197 0.0 0.0 0.0 0.34
H 1.716 -2.841 -4.672 0.0 0.0 0.0 0.32
H 3.447 -2.878 -4.298 0.0 0.0 0.0 0.33
H 1.383 0.728 -3.934 0.0 0.0 0.0 0.50
H 0.682 0.590 -2.310 0.0 0.0 0.0 -0.09
H 0.064 -0.412 -3.643 0.0 0.0 0.0 0.23
H 2.586 -4.619 -3.015 0.0 0.0 0.0 0.47
H 3.823 -6.548 -2.060 0.0 0.0 0.0 0.43
H 4.400 -6.558 0.375 0.0 0.0 0.0 0.39
H 3.732 -4.578 1.758 0.0 0.0 0.0 0.40
H 0.135 -4.929 0.026 0.0 0.0 0.0 0.36
H -1.468 -4.216 0.268 0.0 0.0 0.0 0.38
H -0.071 -3.547 1.124 0.0 0.0 0.0 0.24
H -0.127 -4.607 -2.991 0.0 0.0 0.0 0.28
H -0.699 -3.082 -3.679 0.0 0.0 0.0 0.29
H -1.772 -4.052 -2.663 0.0 0.0 0.0 0.35
H -0.812 -0.517 -0.487 0.0 0.0 0.0 -0.37
H -2.170 -1.641 -0.499 0.0 0.0 0.0 0.51
H -1.592 -0.943 -2.024 0.0 0.0 0.0 0.47
Cl -7.482 6.621 1.195 0.0 0.0 0.0 -0.24
C -6.434 5.233 1.221 0.0 0.0 0.0 0.40
C -5.061 5.411 1.230 0.0 0.0 0.0 -1.05
C -4.242 4.296 1.230 0.0 0.0 0.0 -0.06
C -4.762 3.005 1.216 0.0 0.0 0.0 -0.53
C -3.836 1.805 1.196 0.0 0.0 0.0 -0.03
C -3.544 1.323 2.618 0.0 0.0 -0.1 -1.33
N -2.871 0.047 2.612 -0.1 0.0 0.0 0.32
C -3.453 -1.202 2.667 0.0 0.0 0.1 -0.17
C -2.427 -2.089 2.499 -0.1 0.2 -0.1 -0.89
N -1.246 -1.417 2.307 0.0 -0.3 0.1 -0.13
C -1.545 -0.151 2.378 0.1 0.0 0.1 -0.47
O -2.576 2.101 0.639 0.0 0.1 0.0 -0.19
C -2.453 1.893 -0.764 0.0 0.0 -0.1 -0.11
C -3.015 3.038 -1.556 0.0 0.0 0.0 0.19
C -4.257 3.094 -2.107 0.0 0.0 0.1 0.67
Cl -5.452 1.858 -2.082 0.0 0.0 0.0 -0.19
S -4.614 4.611 -2.820 0.0 0.0 0.0 -0.24
C -3.062 5.207 -2.400 0.0 0.0 0.0 -0.31
C -2.326 4.274 -1.745 0.0 0.0 0.0 -1.02
C -6.144 2.873 1.238 0.0 0.0 -0.1 1.02
Cl -6.872 1.289 1.247 0.0 0.0 0.1 -0.21
C -6.993 3.969 1.232 0.0 0.0 0.0 -0.82
H -4.642 6.408 1.226 0.0 0.0 0.0 0.42
H -3.168 4.413 1.217 0.0 0.0 0.0 0.45
H -4.308 0.989 0.636 0.0 0.0 0.0 0.87
H -4.459 1.253 3.205 0.0 0.0 0.0 0.33
H -2.892 2.064 3.084 0.0 0.0 0.0 0.35
H -4.509 -1.328 2.837 0.0 0.0 0.0 0.42
H -2.473 -3.166 2.485 0.0 0.0 0.0 0.42
H -0.845 0.660 2.242 0.0 0.0 0.0 0.54
H -2.927 0.950 -1.045 0.0 0.0 0.0 0.41
H -1.384 1.794 -0.948 0.1 0.0 0.0 -0.17
H -2.775 6.209 -2.675 0.0 0.0 0.0 0.46
H -1.316 4.440 -1.393 0.0 0.0 0.0 0.48
H -8.064 3.835 1.228 0.0 0.0 0.0 0.44
```
Positions in Å, forces in eV/Å.

***

C33H45CrN4O8P2 | ωB97M-V/def2-TZVPD

Output
Kohn-Sham gap (alpha / beta) (Eh): 0.2613 / 0.2737
Multiplicity: 5
Charge: -1
E_tot (eV): -104302.6727

```
93
Properties=species:S:1:pos:R:3:forces:R:3:mulliken_spin:R:1
Cr -0.559 -0.562 0.185 -0.1 0.4 -0.3 3.94
C 1.320 4.198 0.153 0.0 0.0 0.0 0.00
C 0.899 3.733 -1.243 0.0 0.0 0.0 0.01
C 1.536 2.386 -1.582 0.0 0.0 0.0 -0.07
C -0.599 3.780 -1.525 0.0 0.0 0.0 -0.01
C -1.013 4.671 -2.512 0.0 0.0 0.0 0.00
C -2.336 4.760 -2.906 0.0 0.0 0.0 0.00
C -3.260 3.921 -2.313 0.0 0.0 0.0 0.00
C -2.899 3.015 -1.318 0.0 0.0 0.0 -0.01
C -3.998 2.100 -0.801 0.0 0.0 0.0 0.01
C -3.808 0.676 -1.335 0.0 0.0 0.0 -0.04
C -4.218 2.121 0.711 0.0 0.0 0.0 0.01
C -1.557 2.955 -0.893 0.0 0.0 -0.1 0.06
N -1.126 2.049 0.099 0.1 0.0 0.0 -0.04
C -1.089 2.518 1.338 -0.3 -0.1 0.2 0.08
O -1.532 3.570 1.826 0.2 0.0 -0.1 0.00
C -0.351 1.579 2.288 0.0 0.1 0.0 0.08
C -0.171 1.756 3.655 0.0 0.0 0.0 0.00
C 0.561 0.799 4.350 0.0 0.0 0.0 0.01
C 1.140 -0.292 3.693 -0.1 0.1 0.0 -0.01
C 0.951 -0.363 2.326 0.1 -0.1 0.0 -0.01
N 0.216 0.548 1.702 0.2 -0.3 -0.2 -0.08
C 1.601 -1.374 1.373 0.0 0.2 0.1 0.02
O 2.093 -2.406 1.855 0.1 0.0 0.0 0.01
N 1.549 -0.978 0.089 -0.1 -0.1 0.0 -0.07
C 2.639 -1.361 -0.734 0.0 0.1 0.0 0.05
C 3.939 -1.085 -0.223 0.0 0.0 0.0 0.00
C 5.064 -1.512 -0.909 0.0 0.0 0.0 0.00
C 4.965 -2.146 -2.133 0.0 0.0 0.0 0.00
C 3.713 -2.276 -2.691 0.0 0.0 0.0 -0.01
C 2.539 -1.876 -2.045 0.0 0.0 0.0 -0.01
C 1.298 -2.095 -2.911 0.0 -0.1 0.0 0.02
C 0.718 -3.499 -2.721 0.0 0.1 0.0 0.01
C 0.253 -0.986 -2.958 0.0 0.2 0.1 -0.10
C 4.195 -0.232 1.014 0.0 0.0 0.0 0.00
C 4.958 1.043 0.635 0.0 0.0 0.0 0.00
C 4.938 -0.996 2.112 0.0 0.0 0.0 0.00
H 2.388 4.436 0.149 0.0 0.0 0.0 0.00
H 1.159 3.428 0.904 0.0 0.0 0.0 0.00
H 0.763 5.082 0.467 0.0 0.0 0.0 0.00
H 1.327 4.459 -1.943 0.0 0.0 0.0 0.00
H 1.163 1.593 -0.934 0.0 0.0 0.0 0.08
H 2.621 2.443 -1.456 0.0 0.0 0.0 0.00
H 1.335 2.113 -2.620 0.0 0.0 0.0 0.00
H -0.269 5.304 -2.984 0.0 0.0 0.0 0.00
H -2.640 5.464 -3.673 0.0 0.0 0.0 0.00
H -4.300 3.963 -2.621 0.0 0.0 0.0 0.00
H -4.920 2.479 -1.255 0.0 0.0 0.0 0.00
H -2.863 0.265 -0.982 0.0 0.0 0.0 0.04
H -3.808 0.668 -2.428 0.0 0.0 0.0 0.00
H -4.620 0.031 -0.977 0.0 0.0 0.0 0.00
H -3.416 1.613 1.238 0.0 0.0 0.0 0.00
H -5.149 1.604 0.958 0.0 0.0 0.0 0.00
H -4.270 3.146 1.080 0.0 0.0 0.0 0.00
H -0.609 2.622 4.131 0.0 0.0 0.0 0.00
H 0.695 0.905 5.419 0.0 0.0 0.0 0.00
H 1.721 -1.047 4.205 0.0 0.0 0.0 0.00
H 6.042 -1.318 -0.483 0.0 0.0 0.0 0.00
H 5.848 -2.483 -2.662 0.0 0.0 0.0 0.00
H 3.622 -2.706 -3.683 0.0 0.0 0.0 0.00
H 1.703 -2.081 -3.928 0.0 -0.1 0.0 0.00
H 0.281 -3.632 -1.738 0.0 0.0 0.0 0.00
H 1.506 -4.243 -2.855 0.0 0.0 0.0 0.00
H -0.060 -3.691 -3.465 0.0 0.0 0.0 0.00
H -0.330 -0.865 -2.049 0.0 -0.1 0.0 0.11
H -0.472 -1.207 -3.745 0.0 0.0 0.0 0.00
H 0.713 -0.022 -3.175 0.0 0.0 0.0 -0.01
H 3.247 0.110 1.423 0.0 0.0 0.0 0.01
H 5.963 0.815 0.273 0.0 0.0 0.0 0.00
H 5.055 1.697 1.505 0.0 0.0 0.0 0.00
H 4.434 1.591 -0.149 0.0 0.0 0.0 0.00
H 5.937 -1.284 1.776 0.0 0.0 0.0 0.00
H 4.393 -1.897 2.391 0.0 0.0 0.0 0.00
H 5.057 -0.367 2.998 0.0 0.0 0.0 0.00
N -3.917 -2.910 0.044 0.1 -0.1 0.0 0.00
C -3.008 -3.166 1.236 0.0 -0.1 0.0 -0.01
C -3.584 -4.304 2.058 0.0 0.0 0.0 0.00
P -3.129 -1.527 2.086 0.1 0.1 0.0 0.00
O -2.430 -1.758 3.504 0.0 0.0 0.0 0.00
O -4.590 -1.318 2.227 0.0 0.0 0.0 0.00
O -2.323 -0.574 1.240 0.0 0.0 0.2 -0.09
P -1.385 -3.550 0.468 0.2 0.1 0.1 -0.01
O -0.451 -3.368 1.759 -0.5 -0.1 -0.1 0.01
O -1.428 -4.907 -0.109 -0.1 0.0 0.0 0.00
O -1.176 -2.381 -0.492 -0.1 -0.1 -0.1 0.01
H -4.765 -2.454 0.409 0.0 0.0 0.0 0.00
H -4.121 -3.776 -0.455 0.0 0.0 0.0 0.00
H -3.430 -2.265 -0.592 0.0 0.0 0.0 0.00
H -4.580 -4.049 2.428 0.0 0.0 0.0 0.00
H -2.940 -4.478 2.918 0.0 0.0 0.0 0.00
H -3.610 -5.224 1.471 0.0 0.0 0.0 0.00
H -1.469 -1.840 3.409 0.0 0.0 0.0 0.00
H 0.516 -3.280 1.630 0.3 0.0 0.1 0.01
```
Positions in Å, forces in eV/Å.